--- a ---
{"formula": "C4H8NO2", "method": "ωB97M-V/def2-TZVPD", "species": ["C", "C", "N", "C", "C", "O", "O", "H", "H", "H", "H", "H", "H", "H", "H"], "coordinates": [[-0.12756, -1.09938, -1.41387], [-0.90229, -1.18287, -0.10973], [-1.00441, -0.04264, 0.66879], [-0.19962, 1.18144, 0.57583], [1.30070, 0.84808, 0.84151], [2.08422, 1.10047, -0.27521], [-1.54998, -2.17128, 0.16285], [0.81025, -0.62790, -1.15003], [-0.56859, -0.41881, -2.15415], [-0.01766, -2.08627, -1.86363], [-1.92578, -0.11385, 1.07691], [-0.26822, 1.62214, -0.42579], [-0.63228, 1.89495, 1.29779], [1.61913, 1.32532, 1.77291], [1.38207, -0.22939, 0.99581]], "multiplicity": 2, "e_homo_ev": [-9.73, -9.70], "homo_lumo_gap_ev": [10.6, 7.8], "s_squared": 0.75, "e_lumo_ev": [0.8, -1.9]}

=====

--- b ---
{"formula": "C4H8NO2", "method": "ωB97M-V/def2-TZVPD", "species": ["O", "C", "N", "C", "O", "C", "C", "H", "H", "H", "H", "H", "H", "H", "H"], "coordinates": [[1.88602, 0.80862, 0.22219], [0.84500, 0.29337, -0.14517], [0.86834, -0.83135, -0.89963], [-0.23807, -1.64123, -1.41103], [0.13770, -2.86299, -1.76225], [-0.50256, 0.85140, 0.28995], [-0.37955, 1.38748, 1.72499], [1.74989, -1.22903, -1.19283], [-0.58037, -1.13309, -2.32618], [-0.97999, -1.67845, -0.59490], [-0.64569, 1.72462, -0.34805], [-1.28086, 0.10244, 0.15160], [-1.31652, 1.73628, 2.14946], [0.54319, 1.95607, 1.79428], [-0.10651, 0.51587, 2.34758]], "multiplicity": 2, "e_homo_ev": [-9.85, -9.82], "homo_lumo_gap_ev": [10.6, 7.5], "s_squared": 0.75, "e_lumo_ev": [0.8, -2.3]}

=====

Winner for stability: b

=====

--- a ---
{"formula": "C8H12O", "method": "ωB97M-V/def2-TZVPD", "species": ["C", "C", "C", "C", "C", "C", "C", "C", "H", "H", "H", "H", "H", "H", "H", "H", "H", "H", "O", "H", "H"], "coordinates": [[0.00000, 0.00000, 0.00000], [-1.51339, 0.40190, 0.08931], [-1.79787, 0.81042, 1.52720], [-2.06499, -0.20881, 2.43500], [-2.30606, 0.16242, 3.79985], [-2.22424, 1.49716, 4.19826], [-2.03880, 2.50552, 3.24885], [-1.84710, 2.13781, 1.91955], [0.08400, -0.85033, 0.69749], [0.64528, 0.81768, 0.36280], [0.36242, -0.32083, -0.99112], [-1.65766, 1.24153, -0.61756], [-2.17264, -0.42678, -0.23338], [-2.13716, -1.27870, 2.19889], [-2.46864, -0.63974, 4.53178], [-2.39417, 1.63586, 5.27413], [-1.99483, 3.56578, 3.53087], [-1.68385, 2.92833, 1.17521], [1.46013, -1.74265, 4.44306], [0.95253, -1.28962, 5.15395], [2.36963, -1.37385, 4.51413]], "multiplicity": 1, "e_homo_ev": -9.08, "homo_lumo_gap_ev": 9.9, "smiles": "CCc1ccccc1.O", "e_lumo_ev": 0.8}

=====

--- b ---
{"formula": "C8H12O", "method": "ωB97M-V/def2-TZVPD", "species": ["C", "C", "C", "C", "C", "C", "C", "C", "O", "H", "H", "H", "H", "H", "H", "H", "H", "H", "H", "H", "H"], "coordinates": [[0.36154, 0.17702, 0.80218], [-0.56544, -1.01631, -1.24110], [0.25935, 1.15028, 1.93691], [-1.21203, -2.27760, -0.65435], [2.26391, -0.05054, 0.18692], [-0.61825, 0.14892, -0.28260], [2.48814, 1.07957, -0.45391], [-1.54202, 1.11598, -0.39494], [1.19570, -0.84549, 0.93357], [-1.07642, -0.73466, -2.16471], [0.47576, -1.22691, -1.49227], [0.29399, 2.18053, 1.57536], [1.08105, 0.98755, 2.62924], [-0.68290, 1.01372, 2.47111], [3.48520, 1.15142, -0.87103], [1.83059, 1.92988, -0.59032], [-1.63590, 1.92519, 0.31418], [-2.28758, 1.08057, -1.17727], [-2.26014, -2.10007, -0.40737], [-1.16181, -3.09833, -1.37096], [-0.69272, -2.59073, 0.25136]], "multiplicity": 1, "e_homo_ev": [-7.63, -8.29], "homo_lumo_gap_ev": [7.4, 8.2], "e_lumo_ev": [-0.2, -0.1]}

=====

Winner for stability: a

=====

--- a ---
{"formula": "C3H9NS", "method": "ωB97M-V/def2-TZVPD", "species": ["C", "N", "C", "S", "C", "H", "H", "H", "H", "H", "H", "H", "H", "H"], "coordinates": [[-0.29306, -2.06859, 0.78209], [-0.53152, -0.64650, 0.85787], [-0.69322, -0.04139, -0.42838], [-0.89155, 1.74708, -0.31830], [0.83992, 2.20529, -0.59217], [-1.22856, -2.55320, 0.52423], [0.01443, -2.44642, 1.74730], [0.45293, -2.32589, 0.02483], [0.12652, -0.10931, 1.40430], [0.15431, -0.19022, -1.11923], [-1.58472, -0.42349, -0.93889], [1.12535, 1.95555, -1.61844], [1.03190, 3.25860, -0.40511], [1.47728, 1.63850, 0.07990]], "multiplicity": 1, "e_homo_ev": -8.65, "homo_lumo_gap_ev": 9.7, "smiles": "CNCSC", "e_lumo_ev": 1.1}

=====

--- b ---
{"formula": "C3H9NS", "method": "ωB97M-V/def2-TZVPD", "species": ["C", "N", "H", "H", "H", "C", "C", "S", "H", "H", "H", "H", "H", "H"], "coordinates": [[1.88382, 2.43387, 0.28495], [2.53123, 1.78078, -0.68184], [2.45068, 2.65381, 1.32921], [0.81604, 2.48875, 0.42268], [3.57805, 1.95582, -0.53626], [-2.12007, 0.29761, -0.09995], [-1.74878, -1.10543, 0.39789], [-0.12925, -1.72515, -0.06541], [-1.49959, 1.11377, 0.31115], [-2.01193, 0.22076, -1.22961], [-3.24207, 0.56887, 0.12093], [-1.86571, -1.20289, 1.41068], [-2.47143, -1.61752, -0.20705], [0.50563, -0.80077, 0.70033]], "multiplicity": 1, "e_homo_ev": -8.99, "homo_lumo_gap_ev": 9.7, "smiles": "C=N.CCS", "e_lumo_ev": 0.8}

=====

--- c ---
{"formula": "C3H9NS", "method": "ωB97M-V/def2-TZVPD", "species": ["C", "N", "H", "H", "H", "C", "C", "S", "H", "H", "H", "H", "H", "H"], "coordinates": [[0.39222, -0.56998, -2.42593], [0.15864, 0.72697, -2.30032], [1.27485, -1.04466, -1.93661], [-0.39955, -1.25107, -2.75489], [0.91633, 1.25106, -1.98706], [0.86537, 1.12421, 1.82950], [0.28272, -0.32962, 1.74765], [-0.91186, -0.57184, 0.36739], [1.60101, 1.42955, 1.11658], [-0.00223, 1.79455, 1.77592], [1.39679, 1.18603, 2.76427], [1.09676, -1.03621, 1.62160], [-0.46168, -0.35378, 2.55004], [-1.18482, 0.73749, 0.16675]], "multiplicity": 1, "e_homo_ev": -8.58, "homo_lumo_gap_ev": 9.5, "smiles": "C=N.CCS", "e_lumo_ev": 0.9}

=====

Winner for stability: a

=====

--- a ---
{"formula": "C3H9NS", "method": "ωB97M-V/def2-TZVPD", "species": ["C", "C", "C", "H", "H", "H", "H", "H", "H", "H", "H", "H", "N", "S"], "coordinates": [[-0.87026, -0.53188, 1.01812], [-0.96884, -0.55075, -0.55177], [0.44230, -0.33197, -0.94566], [0.22521, -2.10927, 1.32932], [0.08441, -1.48823, 2.84804], [-1.01954, 0.50829, 1.39023], [-1.79257, -1.03924, 1.45915], [-1.77930, 0.10767, -1.06664], [-1.14692, -1.58394, -0.50612], [0.68291, -0.84220, -2.06277], [1.28719, -0.71824, 0.02334], [0.93077, 1.47207, 0.38030], [0.24302, -1.17882, 1.75573], [0.57547, 1.40203, -0.82557]], "multiplicity": 1, "e_homo_ev": -8.66, "homo_lumo_gap_ev": 9.5, "e_lumo_ev": 0.9}

=====

--- b ---
{"formula": "C3H9NS", "method": "ωB97M-V/def2-TZVPD", "species": ["N", "C", "C", "C", "S", "H", "H", "H", "H", "H", "H", "H", "H", "H"], "coordinates": [[1.38624, 0.82062, -1.19337], [0.40470, 1.18737, -0.17983], [-0.02409, 0.01747, 0.69077], [-0.94727, -0.92870, -0.03016], [-1.50455, -2.39285, 0.93442], [1.93476, 1.61825, -1.47477], [0.96928, 0.37055, -1.99509], [0.74949, 2.01609, 0.43481], [-0.52968, 1.54476, -0.63397], [0.84456, -0.53073, 1.05931], [-0.37366, 0.40535, 1.65082], [-0.44152, -1.37861, -0.86862], [-1.86030, -0.41710, -0.32083], [-0.60795, -2.33247, 1.92653]], "multiplicity": 1, "e_homo_ev": -8.96, "homo_lumo_gap_ev": 10.0, "smiles": "NCCCS", "e_lumo_ev": 1.0}

=====

Winner for stability: b

=====

--- a ---
{"formula": "C3H9NS", "method": "ωB97M-V/def2-TZVPD", "species": ["C", "C", "N", "C", "S", "H", "H", "H", "H", "H", "H", "H", "H", "H"], "coordinates": [[0.60999, 1.31375, 0.11250], [0.39014, -0.01275, -0.33203], [1.37426, -1.00185, -0.13482], [-0.90653, -0.56293, 0.53681], [-2.45358, 0.01286, -0.13383], [-0.12485, 1.93226, -0.50491], [1.49179, 1.77420, -0.33167], [0.43705, 1.58745, 1.13944], [-0.10020, -0.15381, -1.36608], [1.67387, -1.08191, 0.82780], [2.10953, -0.93295, -0.93729], [-0.90610, -1.71916, 0.59808], [-1.06581, -0.21707, 1.55792], [-2.52957, -0.93807, -1.03190]], "multiplicity": 1, "e_homo_ev": -8.59, "homo_lumo_gap_ev": 9.6, "smiles": "C[C@@H](N)CS", "e_lumo_ev": 1.0}

=====

--- b ---
{"formula": "C3H9NS", "method": "ωB97M-V/def2-TZVPD", "species": ["C", "N", "H", "H", "H", "C", "S", "C", "H", "H", "H", "H", "H", "H"], "coordinates": [[-1.47875, -2.57376, -1.34410], [-1.68070, -1.35637, -0.96618], [-1.26840, -3.35829, -0.56529], [-1.31973, -2.96200, -2.42322], [-2.35964, -0.81736, -1.52185], [1.94581, 1.31588, -0.18789], [0.64312, 2.39359, 0.45727], [-0.14455, 1.22252, 1.63629], [1.46019, 0.45293, -0.52682], [2.57238, 1.17043, 0.70526], [2.51220, 1.91711, -0.88412], [0.59646, 0.37544, 1.95617], [-0.63227, 1.61120, 2.54888], [-0.84611, 0.60867, 1.11561]], "multiplicity": 1, "e_homo_ev": -8.20, "homo_lumo_gap_ev": 9.0, "smiles": "C=N.CSC", "e_lumo_ev": 0.8}

=====

Winner for stability: a

=====

--- a ---
{"formula": "C3H3N2O2S", "method": "ωB97M-V/def2-TZVPD", "species": ["C", "N", "S", "C", "O", "N", "C", "O", "H", "H", "H"], "coordinates": [[1.75339, -0.23424, 0.17136], [0.32927, -0.18917, 0.09913], [-0.94233, -1.71558, -0.23761], [-2.28669, -0.22003, -0.11095], [-3.42020, -0.57019, -0.18021], [-1.69579, 0.89472, -0.15092], [-0.32080, 0.96047, -0.17213], [0.30887, 1.99590, -0.36877], [2.00718, 0.79773, 0.49834], [2.00004, -0.95781, 1.17478], [2.26706, -0.76180, -0.72303]], "multiplicity": 1, "e_homo_ev": -4.56, "homo_lumo_gap_ev": 8.0, "charge": -1, "smiles": "Cn1sc([O-])nc1=O", "e_lumo_ev": 3.5}

=====

--- b ---
{"formula": "C3H3N2O2S", "method": "ωB97M-V/def2-TZVPD", "species": ["C", "C", "C", "N", "N", "O", "O", "S", "H", "H", "H"], "coordinates": [[-0.97662, 1.30655, 0.01243], [-1.27717, -0.99191, -0.05947], [0.63491, 0.77679, -0.36153], [-1.71376, 0.21952, 0.13001], [1.25615, -1.64971, 0.71803], [-1.27933, 2.46502, 0.17758], [-1.78958, -2.05221, -0.06734], [0.59266, -1.03342, -0.58230], [1.02597, 1.40618, -1.11798], [1.28927, 1.00896, 0.60682], [2.23750, -1.45576, 0.54376]], "multiplicity": 1, "e_homo_ev": -3.94, "homo_lumo_gap_ev": 7.3, "charge": -1, "e_lumo_ev": 3.4}

=====

Winner for stability: a